No. 1
Here is C4H6F3N in the gas phase in a non-equilibrium geometry from the Open Molecules 2025 dataset. Energies are from ωB97M-V/def2-TZVPD.

Geometry as ORCA input:
```
! wB97M-V def2-TZVPD RIJCOSX def2/J DEFGRID3
* xyz 0 1
C 0.14199 0.21347 -0.01756
C 0.80755 -0.67435 0.97672
C -1.34278 0.48547 0.09124
C -0.86854 -0.49556 -0.94980
H 1.68039 0.74948 -1.12437
H 1.27428 1.83103 0.07015
H 0.17000 -1.51096 1.19658
H 1.16248 -0.14952 1.83321
H -1.72164 1.45490 -0.15638
H -1.03668 -0.26283 -1.98731
N 0.88697 1.26706 -0.67696
F 2.02982 -1.07983 0.33365
F -2.07811 -0.00306 1.14066
F -1.10572 -1.82530 -0.72983
*
```

highest occupied orbital energy: -10.2 eV
structure (SMILES): N[C@@]1(CF)[C@H](F)[C@@H]1F
relative energy (zero: lowest compared OMol25 entry of this formula, charge and spin): 0.8865 eV
gap between HOMO and LUMO: 11.16 eV
LUMO energy: 0.0344 hartree

No. 2
Here is 7 unconnected molecules or ions with the total composition C10H34O7 in a non-equilibrium geometry from the Open Molecules 2025 dataset. Energies are from ωB97M-V/def2-TZVPD.

Geometry as ORCA input:
```
! wB97M-V def2-TZVPD RIJCOSX def2/J DEFGRID3
* xyz 0 1
C -5.53639 21.34627 -30.78978
C -5.35227 21.16253 -32.32415
O -5.63141 19.83630 -32.70966
H -6.53110 21.05976 -30.44834
H -5.40234 22.39243 -30.51465
H -4.82112 20.69513 -30.28728
H -4.34982 21.46157 -32.63038
H -5.99749 21.86883 -32.84656
H -5.54019 19.86982 -33.66473
C 2.04406 21.37433 -23.31193
C 0.68194 21.13495 -22.62570
O 0.14325 22.35720 -22.16465
H 1.94322 21.92193 -24.24899
H 2.65336 20.48955 -23.49633
H 2.64774 22.03007 -22.68449
H 0.84795 20.49102 -21.76205
H -0.06668 20.65242 -23.25405
H 0.57801 22.56801 -21.33509
C -0.06400 18.73669 -28.75147
C -0.82620 17.58291 -28.03087
O -0.13048 16.40240 -28.18626
H -0.21790 18.85126 -29.82446
H 0.99812 18.71889 -28.50719
H -0.54173 19.66427 -28.43604
H -1.86632 17.51983 -28.35065
H -0.76398 17.80039 -26.96459
H -0.62416 15.66941 -27.81127
C -2.06229 15.03755 -33.71771
O -1.66757 13.74893 -34.15619
H -2.83350 15.53437 -34.30635
H -2.52645 14.89695 -32.74156
H -1.19903 15.69543 -33.61730
H -0.76638 13.50228 -33.93570
C -6.13608 16.54642 -24.67285
O -6.94612 17.04080 -23.61873
H -5.55943 17.30363 -25.20408
H -5.39737 15.83786 -24.29824
H -6.74563 16.02278 -25.40929
H -7.46367 17.75344 -24.00068
C 4.62568 14.75204 -29.76359
O 4.56869 15.56927 -28.59115
H 4.31082 15.28949 -30.65808
H 5.61471 14.32491 -29.92942
H 4.10734 13.80646 -29.60457
H 3.62205 15.72883 -28.58701
C -3.84961 12.29540 -28.61888
O -2.89046 12.35216 -27.58795
H -4.84763 12.13553 -28.21084
H -3.85189 13.26140 -29.12379
H -3.59321 11.56855 -29.38962
H -2.84623 11.51103 -27.12736
*
```

highest occupied orbital energy: -10.3 eV
structure (SMILES): CCO.CCO.CCO.CO.CO.CO.CO
relative energy (zero: lowest compared OMol25 entry of this formula, charge and spin): 4.1426 eV
gap between HOMO and LUMO: 10.53 eV
LUMO energy: 0.0103 hartree

No. 3
Here is a molecular structure, C44H49NP2Ti in a non-equilibrium geometry from the Open Molecules 2025 dataset. Energies are from ωB97M-V/def2-TZVPD.

Geometry as ORCA input:
```
! wB97M-V def2-TZVPD RIJCOSX def2/J DEFGRID3
* xyz 0 3
Ti -0.74321 0.56895 -0.25348
C -2.22183 0.59750 -2.65486
C -1.75717 -0.90647 -2.54221
C -0.66620 -1.43192 -3.49682
C 0.74012 -0.81310 -3.30301
C 0.95955 -0.04753 -2.00677
C 0.43658 1.25123 -1.77877
C -0.11844 1.99664 -3.04956
C -1.37859 1.39499 -3.66699
C 2.86244 -0.46280 2.82015
H -3.19641 0.50043 -3.17265
H -2.67446 -1.51214 -2.75713
H -1.02083 -1.31356 -4.53462
H -0.62965 -2.51985 -3.32404
H 1.47688 -1.63346 -3.31971
H 0.98996 -0.20496 -4.19514
H 1.98189 -0.30838 -1.60419
H 1.05402 1.95117 -1.16735
H 0.67979 2.03943 -3.81082
H -0.31045 3.03466 -2.76192
H -2.00036 2.19203 -4.09655
H -1.12957 0.76115 -4.53679
H 2.15818 0.30172 3.16868
H 3.86077 -0.23916 3.22297
H 2.47697 -1.45621 3.09053
P -1.57978 -1.52534 -0.85277
P 2.98306 -0.37641 1.05275
C 0.30996 -1.53758 0.11854
C 1.24987 -0.61003 0.52397
C -2.28638 -3.13646 -0.66439
C -1.99989 -4.19640 -1.56869
C -2.70313 -5.39754 -1.43334
C -3.66809 -5.53595 -0.43112
C -3.94670 -4.48998 0.45652
C -3.21140 -3.30982 0.38616
C -2.79421 0.07063 -0.38159
C -2.53251 1.27035 -1.28337
C -3.49124 2.44432 -1.02153
C -4.60435 2.26835 -0.26289
C -4.91247 0.99734 0.28114
C -4.09281 -0.11600 0.10672
C 4.20378 -1.35030 0.30630
C 3.93309 -2.71277 0.08779
C 5.01042 -3.53869 -0.24117
C 6.29113 -3.00012 -0.35768
C 6.53762 -1.64437 -0.14370
C 5.49409 -0.80134 0.23293
C 3.28528 1.32592 0.47073
C 2.75140 2.32846 1.28635
C 2.81416 3.65907 0.89691
C 3.36851 4.00294 -0.34101
C 3.83939 3.00654 -1.18884
C 3.80400 1.66320 -0.80768
H 0.28337 -2.57917 0.48596
H 1.11767 0.51356 0.37206
H -1.23346 -4.06781 -2.33119
H -2.50541 -6.23424 -2.11797
H -4.23663 -6.45964 -0.34713
H -4.73773 -4.58399 1.20119
H -3.34089 -2.52004 1.11944
H -1.57804 1.87899 -1.03388
H -2.97782 3.41498 -1.20021
H -5.22112 3.13620 0.03920
H -5.82497 0.86898 0.88886
H -4.44316 -1.13817 0.34036
H 2.91445 -3.06880 0.21129
H 4.81725 -4.59896 -0.39300
H 7.12407 -3.65535 -0.60409
H 7.52955 -1.21541 -0.24711
H 5.64722 0.24818 0.48258
H 2.30073 2.05828 2.24042
H 2.43640 4.39416 1.58812
H 3.41615 5.05272 -0.60629
H 4.24068 3.29459 -2.16469
H 4.20587 0.91252 -1.49617
C -2.76587 -0.01418 2.68049
N -1.37741 -0.27050 2.27156
C -1.05010 -1.63615 2.70543
C -0.54683 0.63018 3.10587
C -0.69020 2.02057 2.62460
C -0.70048 3.01802 3.58664
C -0.85452 4.33067 3.15728
C -0.79941 4.61659 1.78864
C -0.71793 3.58578 0.84245
C -0.73012 2.25390 1.23760
H -3.47232 -0.69779 2.20259
H -3.07455 1.02671 2.52140
H -2.76118 -0.21969 3.75872
H 0.02237 -1.83235 2.63898
H -1.34228 -1.63234 3.77024
H -1.59472 -2.41780 2.17414
H -0.88943 0.49600 4.14850
H 0.50580 0.30259 3.10090
H -0.62269 2.72342 4.65136
H -0.93779 5.11778 3.89677
H -0.82051 5.63871 1.41970
H -0.59677 3.80997 -0.20764
*
```

highest occupied orbital energy (alpha / beta): -4.4 / -4.4 eV
relative energy (zero: lowest compared OMol25 entry of this formula, charge and spin): 3.2407 eV
gap between HOMO and LUMO (alpha / beta): 4.62 / 4.62 eV
<S²>: 2.1244
LUMO energy (alpha / beta): 0.0079 / 0.0080 hartree

no.,electronic energy (Eh)
1,-510.3093
2,-927.9199
3,-3292.4618